Record 1
Molecular formula: C7H10OS
Method: DFT, ωB97M-V/def2-TZVPD

Geometry as ORCA input:
```
! RIJCOSX wB97M-V def2-TZVPD def2/J DEFGRID3
* xyz 0 1
C 1.60 0.30 -1.28
C 1.17 1.48 -0.61
C 1.13 -0.90 -1.03
C 0.14 1.39 0.23
C 0.08 -1.31 -0.16
C -0.77 0.30 0.37
C -1.56 0.02 1.61
O 0.42 -2.11 0.95
S -2.00 0.58 -1.04
H 2.35 0.46 -2.10
H 1.79 2.31 -0.72
H 1.66 -1.76 -1.54
H -0.17 2.23 0.86
H -0.81 -1.77 -0.61
H -2.22 -0.85 1.55
H -2.16 0.88 1.74
H -0.87 -0.09 2.48
H 1.36 -1.92 1.32
H -1.14 0.77 -2.03
*
```

Summary:
- Energy above the lowest of the compared OMol25 structures with the same formula, charge and spin: 2.056 eV
- E_HOMO: -8.42 eV
- HOMO-LUMO gap: 0.31906 Eh



Record 2
Molecular formula: C4H6F2O
Method: DFT, ωB97M-V/def2-TZVPD

Geometry as ORCA input:
```
! RIJCOSX wB97M-V def2-TZVPD def2/J DEFGRID3
* xyz 0 1
C -0.64 -1.21 -0.27
C 0.15 -0.13 0.44
C 0.07 1.21 -0.24
C 1.59 -0.55 0.40
H -0.28 -2.22 0.03
H -0.39 -1.06 -1.37
H -0.21 -0.06 1.49
H 0.97 1.85 -0.04
H 0.01 1.04 -1.31
H 1.94 -1.32 1.15
O 2.38 -0.09 -0.36
F -1.99 -1.17 -0.04
F -1.13 1.90 0.14
*
```

Summary:
- Energy above the lowest of the compared OMol25 structures with the same formula, charge and spin: 0.900 eV
- E_HOMO: -10.58 eV
- HOMO-LUMO gap: 0.41512 Eh



Record 3
Molecular formula: H3NO2
Method: DFT, ωB97M-V/def2-TZVPD

Geometry as ORCA input:
```
! RIJCOSX wB97M-V def2-TZVPD def2/J DEFGRID3
* xyz 0 1
N 0.98 0.38 0.13
O -1.17 -0.40 0.11
O -0.30 0.68 -0.35
H 1.34 -0.50 -0.32
H 0.91 0.16 1.05
H -1.76 -0.32 -0.62
*
```

Summary:
- Energy above the lowest of the compared OMol25 structures with the same formula, charge and spin: 1.524 eV
- E_HOMO: -10.34 eV
- HOMO-LUMO gap: 0.42239 Eh



Record 4
Molecular formula: C16H26F12NO16P3Si
Method: DFT, ωB97M-V/def2-TZVPD

Geometry as ORCA input:
```
! RIJCOSX wB97M-V def2-TZVPD def2/J DEFGRID3
* xyz 0 1
O 0.13 0.67 4.40
N 0.10 -0.45 4.69
O 1.40 -1.04 4.64
Si 1.87 -1.42 3.04
O 0.64 -2.03 2.14
P 3.61 -2.79 2.95
P 3.11 -4.61 4.04
O 1.79 -4.59 4.64
O 4.27 -4.85 5.11
O 3.33 -5.80 3.02
P 2.49 0.51 2.02
O 3.26 -0.08 0.68
O 3.78 1.00 2.99
H -0.23 -1.76 2.44
H 4.61 -2.11 3.67
H 4.43 -4.00 5.55
H 3.09 -5.51 2.13
H 4.19 0.21 0.69
H 3.56 0.74 3.89
C -2.49 4.63 1.40
C -3.06 3.93 0.18
O -2.08 3.06 -0.43
C -1.96 1.86 0.11
O -2.57 1.42 1.03
C -0.92 1.05 -0.68
F 0.17 1.78 -0.96
F -1.43 0.64 -1.86
F -0.52 -0.02 -0.01
H -1.57 5.15 1.14
H -3.21 5.34 1.80
H -2.24 3.91 2.18
H -3.32 4.66 -0.59
H -3.96 3.37 0.42
C 1.69 3.85 5.57
C 1.49 5.27 6.07
O 1.70 6.22 5.01
C 0.66 6.40 4.21
O -0.40 5.87 4.31
C 1.00 7.46 3.15
F 2.22 7.26 2.63
F 0.97 8.69 3.69
F 0.12 7.43 2.15
H 2.68 3.74 5.12
H 1.60 3.14 6.39
H 0.95 3.60 4.81
H 2.22 5.50 6.84
H 0.50 5.40 6.51
C -1.62 -2.21 -1.89
C -1.53 -3.39 -2.83
O -2.12 -4.57 -2.24
C -3.43 -4.68 -2.34
O -4.17 -3.91 -2.87
C -3.89 -6.01 -1.71
F -3.28 -6.23 -0.54
F -3.60 -7.03 -2.52
F -5.20 -6.01 -1.50
H -1.17 -2.45 -0.93
H -1.11 -1.36 -2.32
H -2.66 -1.93 -1.70
H -0.49 -3.64 -3.02
H -2.00 -3.17 -3.79
C -0.85 -0.05 -8.05
C -1.22 -1.51 -8.12
O -0.08 -2.35 -7.86
C 0.21 -2.56 -6.59
O -0.38 -2.13 -5.65
C 1.41 -3.51 -6.48
F 2.38 -3.17 -7.34
F 1.04 -4.77 -6.75
F 1.93 -3.48 -5.25
H -0.02 0.17 -8.72
H -1.70 0.57 -8.32
H -0.54 0.22 -7.04
H -1.56 -1.77 -9.12
H -2.03 -1.76 -7.43
*
```

Summary:
- Energy above the lowest of the compared OMol25 structures with the same formula, charge and spin: 0.000 eV
- E_HOMO: -8.39 eV
- HOMO-LUMO gap: 0.27768 Eh



Record 5
Molecular formula: C3H4NO4P
Method: DFT, ωB97M-V/def2-TZVPD

Geometry as ORCA input:
```
! RIJCOSX wB97M-V def2-TZVPD def2/J DEFGRID3
* xyz -2 1
C 1.05 0.06 1.04
C 0.02 -1.87 -0.97
C 0.09 0.24 0.08
N 1.88 -0.09 1.84
O -1.36 1.52 1.99
O 0.39 2.86 0.52
O -1.89 2.16 -0.44
O -0.63 -0.95 -0.08
P -0.86 1.91 0.64
H -0.61 -2.81 -1.04
H 1.14 -2.17 -0.95
H 0.02 -1.27 -1.85
H 0.77 0.41 -0.78
*
```

Summary:
- Energy above the lowest of the compared OMol25 structures with the same formula, charge and spin: 1.468 eV
- E_HOMO: 0.43 eV
- HOMO-LUMO gap: 0.20461 Eh



Record 6
Molecular formula: C4H9N4OS
Method: DFT, ωB97M-V/def2-TZVPD

Geometry as ORCA input:
```
! RIJCOSX wB97M-V def2-TZVPD def2/J DEFGRID3
* xyz 1 1
C -1.33 0.43 -1.55
C 0.59 1.69 -1.56
C -0.95 -0.57 -0.68
C -0.11 0.93 0.65
N -0.51 1.28 -2.05
N 0.64 1.77 -0.07
N 0.46 -1.09 -0.84
N 0.69 -0.05 1.34
O -1.18 1.39 1.36
S 2.04 2.09 -2.32
H -2.33 0.56 -1.85
H -1.71 -1.03 -0.16
H 1.64 1.73 0.07
H 0.59 -2.06 -1.07
H 1.00 -0.69 -1.66
H 1.32 0.46 1.93
H 0.93 -1.10 0.09
H 0.29 -0.69 2.01
H -1.24 2.30 1.17
*
```

Summary:
- Energy above the lowest of the compared OMol25 structures with the same formula, charge and spin: 3.672 eV
- E_HOMO: -12.29 eV
- HOMO-LUMO gap: 0.27086 Eh



Record 7
Molecular formula: C28H36LuP2Si
Method: DFT, ωB97M-V/def2-TZVPD

Geometry as ORCA input:
```
! RIJCOSX wB97M-V def2-TZVPD def2/J DEFGRID3
* xyz 1 1
C 1.27 2.42 1.95
C 1.47 2.97 0.65
C 0.19 3.29 0.11
H 2.44 3.16 0.18
C -0.81 2.93 1.06
C -0.15 2.40 2.21
H -0.61 2.15 3.17
H 2.05 2.14 2.66
H 0.00 3.83 -0.83
H -1.88 3.13 0.98
Lu 0.28 0.96 0.42
C -0.14 -3.45 -1.91
H 0.82 -3.07 -1.51
H -0.52 -2.90 -2.78
H -0.89 -3.46 -1.10
Si 0.31 0.30 -2.26
C 1.70 0.03 -3.49
C 2.65 1.04 -3.77
H 2.57 2.02 -3.29
C 3.69 0.80 -4.68
H 4.42 1.58 -4.88
C 3.78 -0.44 -5.34
H 4.61 -0.63 -6.03
C 2.81 -1.41 -5.11
H 2.85 -2.36 -5.64
C 1.77 -1.17 -4.20
H 1.00 -1.94 -4.05
C -0.98 0.99 -3.43
C -0.79 1.25 -4.81
H 0.13 0.92 -5.30
C -1.74 1.96 -5.56
H -1.54 2.21 -6.61
C -2.94 2.35 -4.96
H -3.70 2.88 -5.54
C -3.18 2.06 -3.61
H -4.11 2.38 -3.14
C -2.22 1.37 -2.86
H -2.42 1.13 -1.81
H 0.04 -4.50 -2.20
H -0.09 -1.38 -1.80
C 2.96 -0.39 3.28
P 1.33 -0.73 2.59
C 1.41 -2.53 2.30
C 0.25 -0.70 4.09
C 0.72 -0.90 5.39
C -0.18 -0.93 6.47
C -1.54 -0.76 6.25
C -2.03 -0.56 4.95
C -1.14 -0.53 3.87
P -1.68 -0.34 2.10
C -3.27 0.52 2.31
C -2.18 -2.04 1.71
H 3.71 -0.58 2.50
H 3.17 -1.05 4.13
H 3.05 0.65 3.59
H 1.03 -3.06 3.17
H 0.82 -2.81 1.42
H 2.46 -2.80 2.12
H 1.79 -1.04 5.58
H 0.21 -1.08 7.48
H -2.24 -0.78 7.09
H -3.10 -0.44 4.79
H -3.19 1.30 3.08
H -3.55 0.98 1.36
H -4.03 -0.22 2.61
H -1.44 -2.76 2.06
H -3.14 -2.24 2.20
H -2.29 -2.13 0.62
*
```

Summary:
- Energy above the lowest of the compared OMol25 structures with the same formula, charge and spin: 0.000 eV
- E_HOMO: -9.95 eV
- HOMO-LUMO gap: 0.24035 Eh



Record 8
Molecular formula: C18H11CuFN3O3S2
Method: DFT, ωB97M-V/def2-TZVPD

Geometry as ORCA input:
```
! RIJCOSX wB97M-V def2-TZVPD def2/J DEFGRID3
* xyz -1 2
Cu -0.05 0.08 0.10
C 2.52 -4.04 -5.15
C 1.69 -4.90 -4.20
C 0.63 -5.67 -4.99
C -0.23 -6.50 -4.06
C -0.88 -5.59 -3.07
C -2.11 -5.90 -2.51
C -2.68 -5.04 -1.58
F -3.87 -5.39 -1.04
C -2.07 -3.88 -1.20
C -0.83 -3.55 -1.75
C -0.18 -2.31 -1.30
O -0.83 -1.51 -0.61
C 1.19 -2.19 -1.70
C 1.70 -3.07 -2.60
N 1.03 -4.09 -3.18
C -0.22 -4.41 -2.68
C 2.20 -1.16 -1.15
O 3.38 -1.39 -1.40
O 1.76 -0.18 -0.50
H 2.89 -4.65 -5.96
H 3.37 -3.59 -4.65
H 1.90 -3.25 -5.56
H 2.35 -5.62 -3.69
H 1.13 -6.32 -5.72
H 0.01 -4.96 -5.54
H 0.38 -7.24 -3.54
H -0.99 -7.05 -4.62
H -2.62 -6.81 -2.78
H -2.52 -3.21 -0.48
H 2.74 -2.93 -2.86
S -0.21 0.31 2.36
C -1.08 1.79 2.32
C -1.41 2.33 3.57
N -1.67 2.74 4.61
C -1.49 2.47 1.17
S -1.19 1.99 -0.45
C -2.22 3.66 1.34
N -2.81 4.63 1.48
*
```

Summary:
- Energy above the lowest of the compared OMol25 structures with the same formula, charge and spin: 0.656 eV
- E_HOMO (alpha / beta): -4.36 / -4.50 eV
- HOMO-LUMO gap (alpha / beta): 0.22357 / 0.22761 Eh



Record 9
Molecular formula: C9H31N2O6V
Method: DFT, ωB97M-V/def2-TZVPD

Geometry as ORCA input:
```
! RIJCOSX wB97M-V def2-TZVPD def2/J DEFGRID3
* xyz 1 4
V -3.90 0.47 -2.82
O -2.31 -0.50 -1.80
H -1.50 -1.04 -1.75
C 0.43 2.16 -0.17
C -0.79 2.05 0.78
C -0.78 3.22 1.74
O 0.32 3.18 2.67
C 0.31 2.20 3.72
N -2.09 1.97 0.08
H 1.34 2.17 0.43
H 0.35 2.97 -0.90
H 0.46 1.21 -0.70
H -0.52 1.14 1.32
H -1.69 3.19 2.34
H -0.84 4.14 1.16
H -0.71 2.17 4.12
H 1.05 2.47 4.48
H 0.39 1.16 3.41
H -2.02 1.15 -0.50
H -2.78 1.62 0.73
C 0.69 -2.57 -0.30
C 1.28 -2.16 1.09
C 2.28 -1.01 1.01
O 3.31 -1.36 0.08
C 4.61 -0.68 0.30
N 0.11 -1.82 1.97
H 0.25 -1.75 -0.87
H -0.17 -3.24 -0.21
H 1.42 -3.13 -0.89
H 1.75 -3.01 1.59
H 2.72 -0.97 2.01
H 1.80 -0.04 0.86
H 5.11 -1.12 1.16
H 4.46 0.40 0.37
H 5.20 -0.94 -0.58
H -0.59 -2.25 1.38
H -0.06 -0.83 1.92
O -2.66 -2.56 -0.03
H -2.46 -1.84 -0.64
H -3.50 -2.89 -0.33
O -3.07 2.49 -2.34
H -2.69 2.38 -1.47
H -2.74 3.33 -2.65
C 0.08 -1.88 -3.77
O -1.19 -2.48 -3.57
H 0.89 -2.39 -3.24
H 0.24 -1.91 -4.85
H -0.05 -0.85 -3.44
H -1.73 -2.01 -2.92
*
```

Summary:
- E_HOMO (alpha / beta): -11.41 / -11.41 eV
- HOMO-LUMO gap (alpha / beta): 0.17551 / 0.18664 Eh



Record 10
Molecular formula: C5H10FNS
Method: DFT, ωB97M-V/def2-TZVPD

Geometry as ORCA input:
```
! RIJCOSX wB97M-V def2-TZVPD def2/J DEFGRID3
* xyz 0 1
C 0.72 -0.47 0.84
C 0.12 0.49 -0.20
C 0.86 1.79 -0.24
C -1.05 0.39 -0.79
C -1.93 -0.79 -0.89
H 0.79 -2.34 1.50
H -0.85 -1.77 1.16
H 1.74 -0.60 0.67
H 0.66 0.01 1.84
H 0.47 2.48 -1.00
H 0.78 2.28 0.76
H 3.04 0.75 0.04
H -1.45 1.28 -1.34
H -1.30 -1.71 -0.98
H -2.61 -0.75 -1.75
N 0.11 -1.83 0.89
F -2.70 -0.92 0.28
S 2.60 1.70 -0.78
*
```

Summary:
- Energy above the lowest of the compared OMol25 structures with the same formula, charge and spin: 1.052 eV
- E_HOMO: -9.29 eV
- HOMO-LUMO gap: 0.36706 Eh



Record 11
Molecular formula: C2H16NO4S
Method: DFT, ωB97M-V/def2-TZVPD

Geometry as ORCA input:
```
! RIJCOSX wB97M-V def2-TZVPD def2/J DEFGRID3
* xyz 1 1
C -0.28 0.28 0.74
C 0.09 -0.91 1.55
S -0.09 -0.38 3.41
N 0.33 0.22 -0.75
H 0.05 1.25 1.08
H -1.42 0.48 0.61
H 1.07 -1.22 1.50
H -0.70 -1.71 1.58
H -1.20 -1.26 3.85
H -0.31 0.55 -1.49
H 0.75 -0.69 -0.92
H 1.02 1.01 -0.79
H 0.65 -1.19 -3.89
H 1.40 -2.22 -2.92
O 1.05 -1.20 -2.91
H -2.81 3.21 -1.06
H -1.43 3.65 -0.63
O -1.96 2.95 -1.04
H 2.35 -3.53 1.07
H 2.18 -3.21 -0.45
O 1.84 -2.98 0.49
H -1.09 2.59 -2.48
H -1.30 2.55 -4.01
O -0.79 2.24 -3.30
*
```

Summary:
- Energy above the lowest of the compared OMol25 structures with the same formula, charge and spin: 1.911 eV
- E_HOMO: -12.38 eV
- HOMO-LUMO gap: 0.34366 Eh



Record 12
Molecular formula: C5H9BrN3O2
Method: DFT, ωB97M-V/def2-TZVPD

Geometry as ORCA input:
```
! RIJCOSX wB97M-V def2-TZVPD def2/J DEFGRID3
* xyz 1 1
C 0.30 0.38 -1.66
C 0.66 -0.54 0.64
C -0.76 1.40 -1.04
C 2.11 -1.19 -1.19
C -0.85 0.12 2.46
N 1.03 -0.37 -0.70
N -0.52 0.08 1.04
N -1.47 0.42 0.07
O 0.27 0.07 -2.81
O 1.32 -1.26 1.37
Br -2.11 1.90 -2.30
H -0.39 2.32 -0.51
H 2.86 -0.53 -1.52
H 2.72 -1.70 -0.43
H 1.63 -1.85 -1.96
H -0.44 0.95 3.03
H -1.93 -0.21 2.64
H -0.36 -0.63 2.94
H -2.21 0.98 0.34
H -1.84 -0.34 -0.40
*
```

Summary:
- Energy above the lowest of the compared OMol25 structures with the same formula, charge and spin: 1.155 eV
- E_HOMO: -14.48 eV
- HOMO-LUMO gap: 0.38812 Eh



Record 13
Molecular formula: C34H55N4OP2SSr
Method: DFT, ωB97M-V/def2-TZVPD

Geometry as ORCA input:
```
! RIJCOSX wB97M-V def2-TZVPD def2/J DEFGRID3
* xyz 1 1
C 1.93 -1.85 -1.65
C 1.52 0.25 -2.67
C 2.76 -2.23 -2.71
C 2.33 -0.09 -3.76
C 2.97 -1.33 -3.77
H 3.22 -3.22 -2.71
H 2.45 0.62 -4.59
H 3.62 -1.61 -4.61
N 1.36 -0.61 -1.62
P -0.20 -2.41 0.06
P 0.59 2.19 -0.86
C 1.55 -2.80 -0.54
H 1.70 -3.85 -0.85
H 2.18 -2.61 0.35
C 0.65 1.47 -2.62
H 0.93 2.19 -3.40
C -0.72 3.61 -0.98
C 2.32 2.94 -0.56
C -1.38 -3.22 -1.21
C -0.31 -3.36 1.72
C -2.02 3.18 -0.26
H -1.91 3.24 0.83
H -2.82 3.87 -0.57
H -2.32 2.15 -0.50
C -0.21 4.87 -0.24
H -0.08 4.67 0.84
H 0.73 5.26 -0.64
H -0.97 5.66 -0.34
C -1.04 3.96 -2.45
H -1.44 4.99 -2.49
H -0.16 3.91 -3.10
H -1.82 3.29 -2.86
C 2.38 3.54 0.87
H 1.55 3.16 1.49
H 3.33 3.23 1.34
H 2.35 4.64 0.87
C 3.36 1.79 -0.61
H 2.98 0.88 -0.12
H 3.66 1.55 -1.64
H 4.26 2.12 -0.06
C 2.73 3.98 -1.61
H 1.95 4.10 -2.39
H 2.94 4.97 -1.18
H 3.65 3.64 -2.12
C -1.70 -3.12 2.34
H -1.60 -3.07 3.44
H -2.13 -2.16 2.00
H -2.42 -3.92 2.10
C 0.74 -2.77 2.69
H 1.74 -2.71 2.25
H 0.45 -1.76 3.02
H 0.79 -3.42 3.58
C -0.02 -4.86 1.58
H 0.63 -5.18 2.41
H -0.93 -5.49 1.61
H 0.52 -5.08 0.64
C -1.16 -2.49 -2.56
H -1.03 -3.20 -3.40
H -2.07 -1.89 -2.78
H -0.31 -1.81 -2.52
C -2.82 -2.93 -0.73
H -2.89 -1.89 -0.37
H -3.51 -3.05 -1.59
H -3.14 -3.62 0.06
C -1.17 -4.72 -1.45
H -0.14 -4.95 -1.79
H -1.38 -5.33 -0.55
H -1.86 -5.05 -2.24
Sr 0.00 0.00 0.00
C 1.39 -0.02 1.34
O 2.16 0.06 2.23
N -1.27 0.24 -1.73
C -0.80 0.87 -2.74
C -1.54 1.01 -4.03
C -2.95 0.99 -3.99
C -0.90 1.14 -5.28
C -3.70 1.11 -5.16
H -3.43 0.88 -3.01
C -1.66 1.25 -6.46
H 0.19 1.15 -5.35
C -3.06 1.24 -6.41
H -4.80 1.10 -5.12
H -1.14 1.35 -7.42
H -3.64 1.33 -7.33
C -2.28 1.44 6.24
N -2.54 0.97 4.89
C -1.53 0.71 3.91
S -1.94 0.86 2.31
N -0.18 0.47 4.29
C 0.24 -0.22 5.50
H -1.21 1.61 6.44
H -2.70 0.73 6.98
H -2.77 2.43 6.38
H -3.53 0.97 4.59
H 0.55 0.74 3.64
H 0.82 -1.12 5.23
H 0.88 0.44 6.11
H -0.63 -0.57 6.10
*
```

Summary:
- Energy above the lowest of the compared OMol25 structures with the same formula, charge and spin: 7.705 eV
- E_HOMO (alpha / beta): -9.52 / -9.51 eV
- HOMO-LUMO gap (alpha / beta): 0.20953 / 0.20949 Eh